Record 1
Formula: C4H15N2O2
Source: the Open Molecules 2025 dataset
Level of theory: ωB97M-V with the def2-TZVPD basis set

Orbital gap = 11.84 eV
HOMO level = -14.5 eV
Net charge = +1
Molar mass = 123.18 g mol⁻¹
DFT total energy = -11461.18602 eV
Relative energy (zero: lowest compared OMol25 entry of this formula, charge and spin) = 0.0716 eV

Structure (XYZ):
```
23
C4H15N2O2, DFT ωB97M-V with the def2-TZVPD basis set
C 0.14192 0.33330 2.23145
C 0.82608 1.41752 1.41150
C 1.17065 1.01118 -0.00033
N 0.92260 -1.39349 -1.64872
C 1.85128 -1.24861 -0.75233
N 2.04389 -0.16416 -0.04617
H 0.87299 -0.38582 2.58848
H -0.37144 0.76192 3.08179
H -0.55833 -0.24217 1.61060
H 1.65328 1.86837 1.96659
H 0.12533 2.25774 1.29915
H 1.69423 1.83111 -0.50444
H 0.30511 0.86998 -0.63564
H 0.86036 -2.22651 -2.21015
H 0.12330 -0.75564 -1.74178
H 2.54576 -2.06631 -0.61428
H 2.66821 -0.30165 0.73566
H -3.92779 -0.00142 0.61825
H -3.95319 -1.05796 -0.52541
O -3.43596 -0.33790 -0.13728
H -1.76025 -0.32178 -3.00933
H -2.25657 0.30859 -1.62936
O -1.54146 -0.15631 -2.08826
```

=====

Record 2
Formula: C13H20Cl5IN4Pd
Source: the Open Molecules 2025 dataset
Level of theory: ωB97M-V with the def2-TZVPD basis set

Orbital gap (alpha / beta) = 7.48 / 5.25 eV
HOMO level (alpha / beta) = -13.9 / -15.1 eV
Spin multiplicity = 5
Expectation value of S² = 6.033
Net charge = +2
Molar mass = 642.92 g mol⁻¹
DFT total energy = -93939.34957 eV
Relative energy (zero: lowest compared OMol25 entry of this formula, charge and spin) = 0.2985 eV

Structure (XYZ):
```
44
C13H20Cl5IN4Pd, DFT ωB97M-V with the def2-TZVPD basis set
Pd 0.19403 0.34572 -0.04935
N 0.40481 -0.81132 1.97243
C 1.81659 -1.20538 2.09954
C 2.65676 0.04018 1.99733
N 2.31300 0.82905 0.77767
C 2.27134 2.27484 1.09109
C 1.11540 2.62628 2.01057
N -0.17597 2.22464 1.42189
C 3.30119 0.50012 -0.27863
C 2.78073 0.74487 -1.66935
N 1.58255 -0.09216 -1.87959
H 0.13377 -0.22818 2.75874
H -0.19938 -1.62865 1.99985
H 2.04560 -1.89377 1.28571
H 2.03374 -1.72450 3.03468
H 3.71739 -0.21764 1.98050
H 2.51077 0.66073 2.87913
H 2.17389 2.81955 0.15243
H 3.21386 2.58856 1.55291
H 1.15369 3.69656 2.22273
H 1.21558 2.12579 2.97141
H -0.49338 2.93274 0.76981
H -0.89894 2.15523 2.13054
H 3.52951 -0.56366 -0.17711
H 4.23730 1.04122 -0.10972
H 3.56766 0.52534 -2.39323
H 2.49770 1.78510 -1.80575
H 1.84543 -1.07139 -1.93492
H 1.13327 0.13420 -2.76038
Cl 0.78749 3.85367 -2.01314
C -0.64069 2.98690 -2.23148
C -0.83726 1.78926 -1.49149
C -2.09141 1.28508 -1.63656
Cl -2.49682 -0.10573 -0.68633
C -3.10320 1.81393 -2.51878
Cl -4.56535 1.05533 -2.64745
C -2.83532 2.98840 -3.28653
Cl -4.02422 3.60846 -4.31807
C -1.61300 3.58560 -3.13741
Cl -1.23674 5.00066 -3.97107
I -1.34664 -3.43343 0.28344
C 0.03946 -2.30427 -0.73018
H -0.23534 -2.13750 -1.76459
H 1.05244 -2.64077 -0.54501
```

=====

Record 3
Formula: C7H14AuBCl3N7
Source: the Open Molecules 2025 dataset
Level of theory: ωB97M-V with the def2-TZVPD basis set

Orbital gap = 6.36 eV
HOMO level = -14.8 eV
Net charge = +2
Molar mass = 510.38 g mol⁻¹
DFT total energy = -59834.47484 eV

Structure (XYZ):
```
33
C7H14AuBCl3N7, DFT ωB97M-V with the def2-TZVPD basis set
Au 0.11283 0.49657 -0.89193
C -0.98044 -2.08677 3.69762
N 0.01652 -1.49878 2.78795
C 1.35924 -1.20914 3.31189
C -0.28917 -1.15410 1.54857
N 0.57248 -0.55857 0.73903
N -1.57494 -1.43555 1.12692
C -2.11805 -1.28106 -0.12243
N -3.23173 -1.95555 -0.37205
N -1.57999 -0.48663 -1.01018
H -0.51697 -2.21937 4.66852
H -1.29947 -3.07114 3.35012
H -1.83249 -1.41809 3.83235
H 1.49563 -1.76666 4.23180
H 1.47335 -0.14473 3.52449
H 2.12592 -1.55035 2.61591
H 1.44536 -0.32005 1.18612
H -2.17020 -1.88306 1.80737
H -3.57616 -2.67163 0.24786
H -3.74565 -1.81302 -1.22892
H -1.97700 -0.48646 -1.94210
Cl 4.57942 3.53685 -1.53376
C 4.41625 1.83961 -1.94835
Cl 5.59259 0.83563 -1.10667
Cl 4.44048 1.57229 -3.68250
C 3.07937 1.41326 -1.47557
N 2.04637 1.08606 -1.11763
B -1.56240 3.40892 -4.02949
C -0.91635 2.36059 -3.11176
N -0.40390 1.55387 -2.43995
H -0.61874 4.05543 -4.42646
H -2.08087 2.79369 -4.92522
H -2.28133 4.05794 -3.31155
```